Entry from OMol25: a structure of composition C17H22N5O2RuS2 (wB97M-V/def2-TZVPD).

Structure (XYZ):
```
49
Properties=species:S:1:pos:R:3:forces:R:3:nbo_charge:R:1
Ru 0.56968 0.50535 -0.17266 0.346 0.260 0.050 0.7727
C -3.81232 4.66608 -0.92303 0.015 -0.027 -0.011 -0.7545
S -2.67038 4.61912 0.46964 0.032 0.072 -0.018 0.3797
C -1.52741 3.36286 0.07833 0.031 -0.047 0.017 -0.0516
S -1.81219 2.32030 -1.33662 0.026 0.023 -0.014 0.2475
N -0.54444 3.30905 0.89979 -0.169 0.058 0.143 -0.3392
N 0.45533 2.38232 0.71964 0.147 -0.053 -0.025 -0.2359
C 1.52909 2.68553 1.36324 -0.183 0.093 -0.055 0.1081
C 2.69840 1.85096 1.16319 0.189 -0.096 -0.020 0.1330
C 3.93476 2.13441 1.71729 -0.083 0.036 0.003 -0.1842
C 5.01755 1.33746 1.37969 0.023 -0.055 -0.036 -0.1370
C 4.83089 0.29443 0.48862 0.019 0.045 0.036 -0.2167
C 3.56255 0.05691 -0.01763 -0.022 -0.029 -0.022 0.0703
N 2.51763 0.80963 0.32158 -0.043 0.016 -0.033 -0.3639
H -4.48664 5.48615 -0.68074 -0.006 -0.003 0.002 0.2532
H -4.38333 3.74743 -1.01488 0.001 0.013 -0.001 0.2322
H -3.30027 4.89954 -1.85271 -0.009 -0.008 0.001 0.2349
H 1.56153 3.57478 1.98169 -0.007 0.009 0.000 0.2304
H 4.04053 2.97204 2.39269 -0.003 0.000 -0.001 0.2429
H 5.99440 1.53686 1.79797 0.000 -0.001 -0.002 0.2431
H 5.65131 -0.33837 0.18307 0.001 0.000 0.001 0.2459
H 3.36825 -0.74750 -0.71335 -0.012 0.002 0.002 0.2330
C 1.69913 -4.91023 -1.60470 -0.002 -0.008 -0.001 -0.3989
N 1.37668 -3.81269 -0.69399 -0.006 0.022 -0.038 -0.4003
C 1.26659 -4.00178 0.64093 -0.007 0.004 0.038 0.1299
C 0.97954 -2.99900 1.50811 -0.024 -0.032 -0.002 -0.4046
C 0.78237 -1.72873 0.91571 -0.104 -0.086 -0.177 0.5973
O 0.49475 -0.63058 1.52028 -0.073 0.082 -0.064 -0.5863
N 0.88166 -1.54646 -0.41218 0.080 -0.084 0.152 -0.6327
C 1.21263 -2.54526 -1.28355 -0.023 0.006 -0.047 0.7639
O 1.36572 -2.39024 -2.47563 0.011 0.000 0.012 -0.6103
H 1.75291 -5.83323 -1.03420 0.001 0.003 0.005 0.2104
H 2.65051 -4.72024 -2.09643 -0.001 0.001 -0.001 0.2259
H 0.93020 -4.99073 -2.36901 0.001 0.000 0.000 0.2315
H 1.42649 -5.01640 0.98053 -0.001 0.000 -0.003 0.2263
H 0.89447 -3.15703 2.57012 -0.001 0.009 0.001 0.2559
C -4.35431 0.54510 -0.22283 -0.001 -0.003 0.011 -0.6094
C -3.11212 -0.12291 -0.79655 0.003 -0.009 -0.003 -0.2223
C -2.91378 -1.52313 -0.21958 0.006 0.004 -0.009 -0.6088
C -1.85729 0.70494 -0.48618 -0.075 -0.008 -0.061 -0.5065
H -5.23706 -0.06057 -0.42542 -0.004 0.006 -0.009 0.2309
H -4.51846 1.53240 -0.65459 0.001 -0.024 0.002 0.2113
H -4.26521 0.65554 0.86101 0.001 -0.006 0.001 0.2102
H -3.21093 -0.20200 -1.88368 -0.009 0.014 0.000 0.2127
H -2.80982 -1.48112 0.86767 0.009 0.001 -0.001 0.2123
H -2.02303 -2.00327 -0.63083 -0.004 -0.004 -0.003 0.2094
H -3.77178 -2.15350 -0.45053 -0.003 0.002 0.004 0.2323
H -1.78913 0.84718 0.59104 0.000 0.007 0.003 0.2649
H -1.04569 0.07866 -0.96033 -0.073 -0.207 0.171 0.2116
```
Forces are in eV/Å.

HOMO in eV: -11.423
Total charge: +1
LUMO in Ha: -0.1526
Frontier orbital gap in eV: 7.3



Entry from OMol25: a structure of composition C17H22N5O5S5Yb (wB97M-V/def2-TZVPD).

Structure (XYZ):
```
55
Properties=species:S:1:pos:R:3:forces:R:3:mulliken_spin:R:1
Yb 11.35278 8.52918 12.40730 -2.492 0.785 1.582 1.0027
S 12.93420 11.39488 19.73776 -0.027 0.232 -0.447 0.0004
C 12.53151 10.81481 18.23922 1.091 -1.005 -0.344 0.0001
S 13.69022 10.11669 17.08723 -0.885 0.306 0.510 -0.0001
C 12.50175 9.38670 16.05011 -3.465 0.714 -0.128 0.0002
C 11.08817 9.60700 16.25949 5.237 0.020 1.081 -0.0002
S 9.84724 8.89563 15.41884 -1.225 -0.628 -0.815 0.0001
S 10.94158 10.56782 17.70525 -1.684 0.525 0.543 -0.0001
S 12.94346 8.42812 14.70508 1.218 -0.932 -1.506 0.0005
C 14.80906 10.07263 9.70996 -0.341 -2.778 -1.183 0.0000
C 13.35559 9.72258 9.96828 1.133 -0.670 0.992 -0.0007
O 13.00784 9.49728 11.16562 -0.616 0.342 -1.350 0.0001
N 12.56709 9.56297 8.91193 -2.452 0.269 2.797 -0.0001
C 11.06499 9.59864 9.08561 1.305 -0.432 0.504 0.0009
C 10.42006 8.22431 8.99291 0.438 0.526 1.205 0.0000
C 10.02448 7.63972 7.81509 0.101 1.161 -1.266 -0.0002
C 9.26637 6.48754 7.85156 0.759 -0.052 0.606 0.0001
C 9.14324 5.85166 9.07232 -0.952 -0.144 -0.021 0.0001
C 9.51431 6.51390 10.24508 0.661 -0.223 -1.370 -0.0001
N 10.19739 7.67504 10.18879 -0.337 -0.774 0.784 -0.0018
H 15.12625 9.51970 8.77118 -0.353 1.200 0.628 0.0000
H 15.39462 9.55669 10.45481 0.154 0.369 0.598 0.0000
H 14.97684 11.11736 9.68733 0.242 0.955 -0.125 0.0000
H 12.94647 9.60648 8.03048 1.001 0.347 -2.194 0.0000
H 10.65456 10.22429 8.31028 -0.013 0.441 -0.143 0.0000
H 10.92892 10.07135 10.10434 -0.453 -0.565 -1.314 -0.0006
H 10.31223 8.14628 6.87191 -0.585 -0.358 0.572 0.0000
H 8.78487 6.09182 6.98613 0.116 -0.337 -0.588 0.0000
H 8.67377 4.86144 9.06309 -0.023 0.546 0.493 0.0000
H 9.27383 6.05905 11.18162 0.130 0.162 0.607 0.0002
C 4.94802 11.13236 12.85957 2.369 0.758 0.069 0.0000
C 6.08601 10.06795 12.77179 -3.031 -2.050 0.055 0.0001
N 5.77322 8.81130 12.60112 0.081 0.891 1.391 -0.0010
O 4.43056 8.58154 12.94709 -0.614 -1.333 -0.620 -0.0001
C 7.47464 10.25026 12.99431 4.021 0.631 -1.797 -0.0008
C 8.05112 11.43732 13.71652 -0.258 0.525 -0.356 0.0000
N 8.32964 9.42494 12.37877 -4.836 0.155 0.147 0.0011
O 9.53848 9.83018 12.25596 4.739 0.341 0.417 -0.0010
H 5.37095 12.20785 12.92586 -0.779 -1.847 -0.208 0.0000
H 4.34118 10.90996 13.71035 -0.333 0.064 0.762 0.0000
H 4.29557 10.98925 12.00345 0.123 0.200 -0.219 0.0000
H 4.40504 7.59383 13.06628 0.128 1.546 -0.387 0.0000
H 7.32526 12.06596 14.28655 0.550 -0.655 -0.465 0.0000
H 8.65910 12.06573 13.03913 -0.463 -0.052 0.106 -0.0001
H 8.79086 10.97764 14.35666 0.134 0.234 0.639 -0.0001
N 11.37067 5.86869 15.70206 -0.262 -0.593 0.718 0.0001
C 11.11549 4.89286 14.60496 -0.842 -0.545 -1.059 -0.0002
C 10.17270 5.59197 13.52758 -1.474 0.791 0.599 0.0007
O 8.96801 5.36863 13.41277 1.800 -0.845 0.494 0.0004
O 10.74374 6.55773 12.89028 1.161 -0.167 -0.215 -0.0006
H 12.04666 5.46993 16.41614 -1.223 0.661 -0.889 0.0000
H 10.41486 6.09315 16.11843 1.620 0.283 -0.280 0.0000
H 11.82990 6.76002 15.29716 -0.207 0.137 0.234 0.0003
H 10.61536 4.00103 15.01525 0.121 0.464 -0.138 0.0000
H 12.04904 4.56820 14.12134 -0.207 0.408 0.297 -0.0001
```
Forces are in eV/Å.

HOMO (alpha / beta) in eV: -5.782 / -5.780
Expectation value of S²: 0.751
Total charge: 0
LUMO (alpha / beta) in Ha: -0.0223 / -0.0223
Frontier orbital gap (alpha / beta) in eV: 5.2 / 5.2
2S+1: 2



Entry from OMol25: an isolated molecule of C17H22N6O2 (wB97M-V/def2-TZVPD).

Structure (XYZ):
```
47
Properties=species:S:1:pos:R:3:forces:R:3:nbo_charge:R:1
C 2.25953 4.06509 -0.26603 -0.156 0.609 -1.457 -0.3186
C 1.31181 4.73009 -1.00514 3.484 -0.480 1.863 -0.2884
C -0.08402 4.55246 -0.86511 -5.249 -2.627 0.357 0.6173
O -0.99500 4.79033 -1.67596 2.146 0.450 0.616 -0.5826
N -0.44549 3.77280 0.26286 1.550 1.023 -0.316 -0.6268
C -1.51537 2.78546 0.28427 -0.642 0.701 1.061 -0.0637
C -2.44829 2.96543 1.50770 -0.750 -0.037 -0.611 -0.4067
C -3.04468 1.57174 1.71280 0.830 -1.144 -1.408 -0.2132
N -1.90398 0.62982 1.26101 -1.603 0.243 2.115 -0.4240
C -1.92493 -0.79162 1.36619 2.478 1.172 -2.129 0.3125
C -2.91788 -1.48592 1.95668 -1.627 0.533 0.420 -0.1236
N -3.01081 -2.85179 1.66675 1.507 -2.156 1.757 -0.4825
C -1.89468 -3.57113 1.28270 0.363 3.012 -1.049 0.3924
N -1.60951 -4.82102 1.15149 -1.866 -2.130 -0.760 -0.5385
C -0.58543 -4.90483 0.23147 0.320 2.484 2.071 0.1833
C 0.01435 -3.64035 0.03440 -3.207 -3.331 1.297 -0.3388
C 1.15893 -3.47409 -0.64247 5.073 2.630 -3.415 0.6544
O 1.66481 -4.32795 -1.34389 0.327 -1.569 -0.355 -0.6442
N 1.79260 -2.22878 -0.63383 0.858 -4.407 -1.336 -0.6228
C 2.99548 -2.00706 -1.43406 -0.776 -1.045 -0.715 -0.0613
C 2.52729 -1.94529 -2.92041 -0.108 0.851 -0.265 -0.6184
C 3.55701 -0.76008 -0.87833 0.821 3.123 -1.425 -0.6056
C -0.81685 -2.74259 0.64304 -2.565 0.851 1.704 0.2039
N -0.84245 -1.46260 0.67814 -1.342 2.931 0.837 -0.4272
C -0.99013 1.39008 0.43286 1.168 -3.423 -1.293 -0.2244
H 3.30037 4.24937 -0.57436 -0.471 0.038 0.423 0.2097
H 2.17303 3.28941 0.52005 -0.380 0.581 -0.742 0.1994
H 1.68895 5.47406 -1.66605 -0.030 0.315 -0.723 0.2317
H 0.35195 3.68362 0.93469 -1.651 -0.397 -0.751 0.3868
H -2.16997 2.72006 -0.58604 0.609 1.031 -0.360 0.2388
H -3.26045 3.73830 1.45044 0.865 -0.630 -0.411 0.2288
H -1.78876 3.27983 2.28595 0.246 -0.072 1.057 0.2039
H -3.96844 1.42862 1.07203 0.944 0.028 0.555 0.1892
H -3.31031 1.40035 2.73424 -0.161 -0.245 0.688 0.2016
H -3.69538 -0.89831 2.55086 0.813 -1.580 -1.104 0.2322
H -3.67869 -3.47202 2.13414 -0.141 0.793 -0.120 0.4258
H -0.24340 -5.84718 -0.10884 0.296 -0.620 -0.305 0.2240
H 1.40556 -1.52946 -0.13410 -1.342 2.851 1.840 0.3898
H 3.78900 -2.79102 -1.32522 -1.169 0.130 0.115 0.2118
H 1.73211 -1.15903 -3.03639 0.620 -0.678 0.264 0.1977
H 2.13453 -2.89108 -3.28480 -0.219 -0.119 0.495 0.2396
H 3.28576 -1.70660 -3.66903 0.446 0.241 0.377 0.2036
H 3.45153 -0.70573 0.19966 0.308 -0.268 0.220 0.2128
H 4.67596 -0.66674 -1.16620 -1.969 0.367 0.392 0.2196
H 2.87953 0.13458 -1.26837 1.754 -1.399 0.569 0.1931
H -1.09832 0.87118 -0.52891 0.520 0.404 -0.424 0.2041
H 0.09311 1.15956 0.65910 -0.923 0.966 0.379 0.2031
```
Forces are in eV/Å.

HOMO in eV: -7.953
Total charge: 0
LUMO in Ha: -0.0271
SMILES: C=CC(=O)N[C@@H]1CCN(c2c[nH]c3ncc(C(=O)NC(C)C)c-3n2)C1
Frontier orbital gap in eV: 7.2



Entry from OMol25: a structure of composition C17H22N7O5SScSe (wB97M-V/def2-TZVPD).

Structure (XYZ):
```
54
Properties=species:S:1:pos:R:3:forces:R:3:nbo_charge:R:1
Sc 0.69133 -0.18489 0.72296 -0.063 -0.157 -0.192 1.8153
O -2.72718 1.22010 0.37367 0.014 0.006 -0.006 -0.9711
S -1.63064 0.99647 1.27322 -0.103 0.049 -0.070 2.5808
O -1.81237 1.46798 2.62426 0.027 -0.002 0.004 -1.0044
O -1.22863 -0.49185 1.28972 -0.070 -0.031 0.034 -1.0212
O -0.31905 1.56660 0.68598 0.037 0.011 0.057 -1.0233
C -1.92666 1.83776 5.91454 0.016 0.019 0.032 -0.6292
C -1.67173 0.38283 6.29570 -0.008 -0.002 0.005 -0.2197
C -2.51147 -0.57023 5.44947 0.035 -0.020 0.016 -0.6231
C -0.18713 0.01952 6.24448 0.014 0.007 -0.029 -0.2111
N 0.34287 -0.09186 4.88329 0.009 0.075 0.067 -0.1697
C 0.68446 0.83753 3.99517 0.024 0.034 -0.097 0.2486
N 1.09577 0.22176 2.90913 -0.065 0.123 0.414 -0.3825
N 0.95678 -1.09512 3.15150 0.094 -0.248 -0.058 -0.0526
N 0.51117 -1.29956 4.32417 -0.023 -0.023 -0.019 -0.0152
H -2.96909 2.09365 6.10539 -0.005 0.006 -0.009 0.2229
H -1.75142 2.00813 4.85212 0.003 -0.006 -0.015 0.2420
H -1.30536 2.51936 6.50157 -0.003 -0.001 -0.004 0.1977
H -1.93776 0.25235 7.35036 -0.011 -0.011 -0.007 0.2072
H -2.31293 -0.42014 4.38704 -0.005 -0.001 -0.011 0.2361
H -3.57238 -0.38065 5.61077 -0.005 0.013 0.008 0.2197
H -2.30958 -1.61410 5.69817 -0.005 0.007 -0.003 0.2091
H -0.01289 -0.95873 6.68820 0.004 0.000 0.001 0.2350
H 0.41976 0.75394 6.77383 -0.006 0.015 0.000 0.2159
H 0.61512 1.90015 4.14156 0.002 0.001 0.000 0.2527
Se 4.63865 1.02686 -0.44560 0.010 -0.016 -0.014 -0.2079
C 3.50041 -0.16935 0.19316 0.109 -0.082 -0.019 0.1406
N 2.71854 -0.94726 0.60380 -0.015 0.212 -0.013 -0.6862
C -0.04895 0.76196 -5.69390 0.039 0.034 0.030 -0.4208
N -0.54185 0.16584 -4.46098 -0.032 -0.015 0.077 -0.1877
N 0.39944 -0.24047 -3.53238 0.030 0.022 -0.193 -0.2325
C -0.11166 -0.09938 -2.28416 0.016 -0.094 0.056 0.6264
O 0.52603 -0.52808 -1.27508 -0.075 0.068 -0.057 -0.7477
C -1.39100 0.49928 -2.41564 0.058 0.041 0.059 -0.3853
C -1.59424 0.67673 -3.75046 -0.014 0.010 -0.122 0.2667
C -2.73497 1.33397 -4.44449 -0.009 -0.003 0.037 -0.6624
C 1.51978 -1.03906 -3.91122 -0.067 -0.036 0.027 0.1818
C 1.33499 -2.11243 -4.77211 0.027 -0.002 -0.009 -0.2539
C 2.42911 -2.88812 -5.12041 0.003 -0.003 -0.002 -0.2033
C 3.68150 -2.60636 -4.58920 0.003 -0.004 0.002 -0.2042
C 3.84495 -1.54147 -3.71511 -0.030 0.010 0.008 -0.1800
C 2.76245 -0.74156 -3.38071 0.029 0.030 0.047 -0.2244
H 0.63672 0.07479 -6.18184 -0.001 0.000 0.001 0.2306
H 0.46350 1.70577 -5.49143 -0.003 -0.002 -0.031 0.2074
H -0.89644 0.93535 -6.35022 -0.013 -0.005 0.004 0.2238
H -2.04920 0.75981 -1.60032 -0.003 -0.026 0.007 0.2941
H -3.52488 1.52737 -3.72323 -0.008 -0.001 -0.012 0.2527
H -3.13026 0.70257 -5.24053 -0.006 -0.002 0.005 0.2315
H -2.43529 2.28791 -4.88215 0.017 0.000 0.005 0.2332
H 0.34669 -2.33796 -5.15280 -0.001 0.006 0.006 0.2243
H 2.29795 -3.72496 -5.79359 0.009 0.001 0.001 0.2192
H 4.52973 -3.22391 -4.85329 -0.001 -0.001 0.000 0.2194
H 4.81138 -1.32014 -3.28236 0.009 -0.001 -0.007 0.2335
H 2.88593 0.09132 -2.70005 0.011 -0.007 -0.013 0.2510
```
Forces are in eV/Å.

HOMO in eV: -7.966
Total charge: 0
LUMO in Ha: 0.0116
Frontier orbital gap in eV: 8.3



In kJ/mol, the energy above the lowest of the compared OMol25 structures with the same formula, charge and spin values for the records above are, in order, 87.18; 200.98; 330.09; 0.00.
In eV, the electronic energy values for the records above are, in order, -53778.1973; -121377.8776; -31018.2455; -135540.3567.